[1]
# C9H32Be2O11Ti

A molecular structure, C9H32Be2O11Ti in a non-equilibrium geometry (ωB97M-V with the def2-TZVPD basis set, the OMol25 dataset).

Properties
**DFT total energy**: -56265.160 eV
**HOMO level (alpha / beta)**: -14.387 / -14.387 eV
**Orbital gap (alpha / beta)**: 6.12 / 5.14 eV
**Spin multiplicity**: 5
**Expectation value of S²**: 6.00
**Total charge**: +2

Last column: Löwdin spin population.
Positions of all 55 atoms, in Å:
1 Ti 0.661948 -1.184923 -2.945066  2.063
2 Be -2.018352 -3.129993 -1.098736  0.691
3 Be -2.507592 1.015867 -1.920076  0.642
4 C -0.558152 -0.619793 -0.343186  0.065
5 O -1.727452 -0.749513 -0.146276  0.141
6 O -0.200092 0.392547 -0.870256  0.064
7 O 0.087848 -1.601003 -0.687606  0.104
8 C -3.719662 -1.075473 3.139494  0.000
9 O -4.480782 -2.114073 3.779564  0.000
10 H -3.158022 -1.449223 2.283354  0.000
11 H -4.539152 -0.372423 2.990334  0.000
12 H -2.970712 -0.622003 3.788754  0.000
13 H -4.579642 -1.850653 4.697414  0.000
14 C 2.107958 2.745627 0.590824  0.000
15 O 0.894758 2.704417 -0.118356  0.001
16 H 1.820818 2.834657 1.638544  0.000
17 H 2.705698 1.872747 0.328364  0.000
18 H 2.667518 3.672167 0.462304  0.000
19 H 0.551338 1.823947 -0.286976  0.000
20 C 3.011568 -3.278913 -2.108956  0.007
21 O 3.433928 -4.011383 -3.259726  0.002
22 H 3.358968 -3.664093 -1.150286  0.000
23 H 3.430958 -2.285843 -2.270296  0.001
24 H 1.921858 -3.302253 -2.117676  0.003
25 H 3.759318 -4.852423 -2.930506  0.000
26 C 2.528098 -1.170963 2.406534  0.000
27 O 3.100098 -1.047963 1.148224  0.000
28 H 1.517788 -1.562453 2.287764  0.000
29 H 3.173758 -1.867003 2.942034  0.000
30 H 2.420328 -0.159243 2.797564  0.000
31 H 2.484068 -1.022323 0.412394  0.000
32 C -1.804232 4.440977 -2.861236  0.004
33 O -1.436182 3.215127 -2.170096  0.087
34 H -0.869552 4.964397 -3.062506  0.001
35 H -2.351902 4.429887 -3.803596  0.001
36 H -2.474052 5.094337 -2.302186  0.000
37 H -0.558092 3.199257 -1.782416  0.001
38 C -2.705742 2.515467 1.478594  0.001
39 O -1.918422 2.545827 0.290584  0.026
40 H -2.314932 1.916447 2.301124  0.000
41 H -3.049272 3.511947 1.756274  0.000
42 H -3.653402 1.983797 1.392794  0.000
43 H -1.014142 2.813377 0.470274  0.000
44 C 3.186518 1.595357 -3.153346  0.001
45 O 2.188798 0.536977 -2.783346  0.024
46 H 4.221958 1.359847 -2.907356  0.000
47 H 3.015898 1.804447 -4.209416  0.000
48 H 2.987178 2.491017 -2.565006  0.000
49 H 1.673518 0.826167 -2.026746  0.001
50 C -1.061522 -3.776823 2.200474  0.002
51 O -2.079662 -4.185663 1.323304  0.061
52 H -1.478382 -3.660083 3.200824  0.000
53 H -0.116542 -4.303803 2.068584  0.000
54 H -0.828202 -2.780933 1.823824  0.000
55 H -2.738662 -4.605383 1.881104  0.001

Forces on atoms 1 to 3 (eV/Å):
Ti 0.786 0.886 2.873
Be 0.614 1.015 1.974
Be 1.662 1.316 1.663



[2]
# C36H44ClCoN8O4PSi

A molecular structure, C36H44ClCoN8O4PSi in a non-equilibrium geometry (ωB97M-V with the def2-TZVPD basis set, the OMol25 dataset).

Properties
**DFT total energy**: -125466.186 eV
**HOMO level (alpha / beta)**: -11.033 / -11.032 eV
**Orbital gap (alpha / beta)**: 8.30 / 6.20 eV
**Spin multiplicity**: 5
**Expectation value of S²**: 6.02
**Total charge**: +1
**Relative energy (zero: lowest compared OMol25 entry of this formula, charge and spin)**: 1.137 eV

Last column: Löwdin spin population.
Positions of all 96 atoms, in Å:
1 Co 1.512412 -0.915298 -0.372947  3.073
2 C -2.191813 2.100655 4.505072  0.000
3 N -1.009329 1.210417 4.593929  0.000
4 C 0.082387 0.946363 3.850810  0.000
5 N 0.819490 -0.042326 4.346160  0.000
6 C 0.100425 -0.348736 5.522442  0.000
7 N -0.928239 0.415829 5.737935  0.000
8 C -3.350170 1.476955 3.754465  0.000
9 C -4.341638 0.764195 4.370145  0.000
10 C -5.477131 0.353624 3.782719  0.000
11 C -5.713531 0.696764 2.452561  0.000
12 C -4.681156 1.301892 1.734201  0.000
13 C -3.489587 1.614343 2.357835  0.000
14 C -4.867827 1.645141 0.316656  0.000
15 N -5.962415 1.669919 -0.330856  0.000
16 N -5.662478 2.299827 -1.565352  0.000
17 C -4.434892 2.697672 -1.476250  0.000
18 O -3.831467 2.306789 -0.303069  0.000
19 C -3.556461 3.351965 -2.544815  0.000
20 C -4.049368 4.330377 -3.414342  0.000
21 C -3.232094 4.868874 -4.316379  0.000
22 C -1.883235 4.479556 -4.449180  0.000
23 C -1.376319 3.517322 -3.605453  0.000
24 C -0.016238 2.964513 -3.869896  0.001
25 N 0.206793 1.656482 -3.229248  0.001
26 C 0.851542 1.336566 -2.183061  0.004
27 N 0.700233 0.032105 -1.968414  0.068
28 C -0.322263 -0.334239 -2.868028  0.003
29 N -0.567452 0.632441 -3.729062  0.003
30 C -2.274814 2.989421 -2.637106  0.000
31 H -1.837451 3.058399 4.123846  0.000
32 H -2.480721 2.366814 5.485576  0.000
33 H 0.246083 1.413448 2.901832  0.000
34 H 0.376008 -1.207910 6.091673  0.000
35 H -4.338048 0.593877 5.435897  0.000
36 H -6.218704 -0.201512 4.322526  0.000
37 H -6.627150 0.486782 1.988251  0.000
38 H -2.696474 2.181130 1.754993  0.000
39 H -5.074317 4.574291 -3.454845  0.000
40 H -3.725435 5.532929 -5.067372  0.000
41 H -1.160536 4.945428 -5.120093  0.000
42 H 0.668929 3.729632 -3.362828  0.000
43 H 0.126076 2.795872 -4.938782  0.000
44 H 1.459740 2.010701 -1.633111  0.000
45 H -0.623375 -1.352033 -3.049615  0.000
46 H -2.032183 2.195891 -1.869468  0.000
47 Cl 6.530815 2.478746 4.076892  0.004
48 C 5.346057 1.928838 2.813153  0.015
49 C 4.550995 2.905333 2.140042  -0.005
50 C 3.477645 2.456686 1.404408  0.015
51 C 3.125247 1.109035 1.213399  0.005
52 O 2.156089 0.784607 0.414202  0.146
53 C 3.844955 0.139536 2.000326  0.016
54 C 3.180898 -1.128541 2.191264  0.004
55 O 2.351761 -1.720083 1.522949  0.067
56 C 4.918514 0.638346 2.769428  -0.003
57 H 4.892244 3.939919 2.205940  0.000
58 H 2.856187 3.179380 0.974546  0.001
59 H 3.340884 -1.550259 3.170485  0.004
60 H 5.412680 -0.035330 3.456234  0.000
61 C -0.943967 -2.765093 2.272338  0.008
62 Si -1.383668 -2.409279 0.517013  0.032
63 C -2.256339 -3.922340 -0.091052  0.007
64 C -2.525230 -1.039067 0.068164  0.004
65 O 0.108962 -2.191209 -0.164159  0.337
66 H -1.870627 -2.813681 2.878791  0.001
67 H -0.209331 -2.166628 2.680083  0.000
68 H -0.639222 -3.794266 2.253356  0.000
69 H -3.234378 -4.085984 0.452801  0.001
70 H -1.688546 -4.821199 0.098604  0.000
71 H -2.520138 -3.912561 -1.130052  0.000
72 H -3.505786 -1.189112 0.489738  0.001
73 H -2.632056 -1.106109 -1.023962  0.000
74 H -2.110130 -0.070907 0.298708  0.000
75 C 5.170868 -0.464813 -1.325462  0.002
76 C 4.647990 -1.553687 -2.274377  0.025
77 P 2.958680 -2.204008 -1.833247  0.120
78 C 3.267685 -3.875037 -0.982969  0.016
79 C 1.994499 -4.578086 -0.734100  0.000
80 C 1.987026 -2.679951 -3.342899  0.013
81 C 2.490194 -3.750303 -4.305354  0.005
82 H 4.391990 0.279754 -1.099805  0.000
83 H 5.927983 0.101813 -1.834323  0.000
84 H 5.591288 -0.682015 -0.325475  0.000
85 H 5.392432 -2.352030 -2.228510  0.003
86 H 4.697926 -1.254331 -3.347388  0.001
87 H 3.769347 -3.538581 -0.087874  0.000
88 H 4.075573 -4.409380 -1.625700  0.005
89 H 1.734846 -5.018283 -1.697767  0.000
90 H 1.164743 -3.909650 -0.428843  -0.001
91 H 2.162295 -5.342938 0.025765  0.000
92 H 1.826740 -1.657898 -3.870988  0.000
93 H 0.992677 -3.040515 -3.004452  -0.001
94 H 3.427138 -3.389087 -4.857217  0.000
95 H 1.760699 -4.045837 -5.018425  0.001
96 H 2.877024 -4.617082 -3.824168  0.000

Forces on atoms 1 to 3 (eV/Å):
Co -1.190 -1.458 1.889
C 1.067 -0.366 -1.185
N 0.458 -0.637 2.191